The following is a DFT calculation (the ωB97M-V functional and the def2-TZVPD basis) of an isolated molecule of C3H4O2.

```
9
Properties=species:S:1:pos:R:3:mulliken_charge:R:1
O -2.75 -0.01 -0.11 -0.452
C -1.68 0.28 0.34 -0.183
C -0.45 0.48 -0.47 0.217
C 0.81 -0.15 -0.02 -0.358
O 0.59 1.21 0.12 -0.387
H -1.51 0.42 1.42 0.318
H -0.60 0.63 -1.54 0.369
H 0.81 -0.72 0.90 0.228
H 1.54 -0.45 -0.77 0.248
```

As for the total charge: 0. The SMILES is O=C[C@@H]1CO1. As for the spin multiplicity: 1.

The following is a DFT calculation (the ωB97M-V functional and the def2-TZVPD basis) of an isolated molecule of C3H4O2.

```
9
Properties=species:S:1:pos:R:3:mulliken_charge:R:1
C 1.76 -0.14 0.08 -0.821
C 0.42 -0.34 -0.04 0.006
O -0.37 0.74 -0.14 -0.282
C -1.62 0.45 0.10 0.190
O -2.09 -0.71 -0.03 -0.546
H 2.29 -1.01 0.08 0.308
H 2.13 0.91 -0.07 0.248
H -0.25 -1.16 -0.20 0.470
H -2.26 1.26 0.23 0.427
```

As for the total charge: 0. The SMILES is C=COC=O. As for the spin multiplicity: 1.

Calculated strongest force on any atom (Eh/bohr), listed in the same order as above: 0.0266 0.1089
Calculated frontier orbital gap (eV), listed in the same order as above: 11.019 10.641